--- A ---
Below is the molecule C2H4O3, with properties calculated with ωB97M-V/def2-TZVPD.

Element x y z (Å)
C (1.3165, 0.3072, 0.2186)
C (-0.0615, 0.1623, -0.3921)
O (0.6823, -0.9329, 0.2975)
O (-2.3130, -0.2072, 0.0553)
O (-1.1010, 0.6639, 0.3074)
H (2.1262, 0.1654, -0.5098)
H (1.5591, 0.8049, 1.2300)
H (-0.2395, 0.1162, -1.5003)
H (-1.9691, -1.0798, 0.2934)

=====

--- B ---
Below is a 2-piece molecular cluster, C2H4O3 overall, with properties calculated with ωB97M-V/def2-TZVPD.

Element x y z (Å)
O (1.7059, -0.3925, 2.2138)
C (0.6506, -0.4106, 2.7841)
H (0.5705, -0.2374, 3.8712)
H (-0.2869, -0.5769, 2.2258)
O (-1.9732, 0.2626, -1.6081)
C (-0.9136, 0.4958, -2.0959)
O (0.0794, -0.4318, -2.1122)
H (-0.5808, 1.4568, -2.5190)
H (0.7481, -0.1660, -2.7597)

=====

Stability, lowest: A

=====

--- A ---
Below is the molecule C2H4O3, with properties calculated with ωB97M-V/def2-TZVPD.

Element x y z (Å)
C (0.3196, 0.5634, 0.2601)
C (-0.3738, -0.6690, -0.3383)
H (1.0895, 0.6665, -1.4646)
H (1.0713, 0.1642, 1.0529)
H (-0.3711, 1.2105, 0.8368)
H (-1.3517, -0.8216, 1.3299)
O (0.9918, 1.3140, -0.6993)
O (-1.1933, -1.4078, 0.5103)
O (-0.1823, -1.0203, -1.4877)

=====

--- B ---
Below is the molecule C2H4O3, with properties calculated with ωB97M-V/def2-TZVPD.

Element x y z (Å)
C (-0.4732, -0.3486, 0.3117)
C (0.6387, 0.4377, -0.2903)
H (0.8566, -0.9132, 1.4230)
H (-1.1367, -0.8834, -0.5951)
H (-1.2207, 0.5993, 0.6439)
H (-0.5449, 0.7084, -1.7008)
O (-0.0107, -1.2787, 1.2058)
O (0.2875, 1.0421, -1.3954)
O (1.6033, 0.6365, 0.3971)

=====

Stability, lowest: B

=====

--- A ---
Below is a 11-piece molecular cluster, C33H88O11 overall, with properties calculated with ωB97M-V/def2-TZVPD.

Element x y z (Å)
C (-5.0372, 1.6545, 0.4051)
C (-4.4501, 1.0537, -0.8625)
C (-5.1594, -0.2639, -1.2470)
O (-4.6233, 2.0089, -1.8947)
H (-6.1229, 1.7282, 0.3657)
H (-4.5585, 2.5926, 0.6793)
H (-4.8279, 0.9782, 1.2455)
H (-3.3918, 0.8107, -0.7024)
H (-4.7874, -1.1515, -0.7303)
H (-4.9686, -0.4571, -2.3030)
H (-6.2385, -0.1581, -1.1305)
H (-3.9784, 1.8161, -2.6017)
C (1.8514, 4.1895, -2.9523)
C (1.2108, 5.5563, -2.9425)
C (2.0648, 6.6314, -2.3218)
O (0.8720, 5.9043, -4.2956)
H (1.9198, 3.6952, -1.9801)
H (2.8545, 4.2350, -3.4015)
H (1.3614, 3.4797, -3.6218)
H (0.2419, 5.4386, -2.4485)
H (1.5160, 7.5667, -2.2292)
H (2.9585, 6.7761, -2.9355)
H (2.4267, 6.3486, -1.3299)
H (1.6823, 5.9941, -4.8095)
C (-1.6260, -5.1409, -2.4702)
C (-2.5732, -3.9653, -2.4141)
C (-1.8625, -2.6344, -2.2195)
O (-3.3856, -3.8343, -3.5785)
H (-2.1427, -6.1074, -2.5025)
H (-1.0061, -5.2261, -1.5755)
H (-0.9816, -5.1147, -3.3525)
H (-3.2188, -4.1471, -1.5447)
H (-2.6259, -1.8592, -2.3279)
H (-1.1305, -2.4656, -3.0083)
H (-1.3903, -2.5278, -1.2437)
H (-3.8821, -4.6567, -3.6594)
C (1.7116, -4.2362, 1.9672)
C (0.4712, -4.1343, 1.0827)
C (-0.3778, -5.4030, 1.2689)
O (-0.2871, -2.9884, 1.4696)
H (2.3419, -3.3561, 1.8253)
H (2.2597, -5.1563, 1.7580)
H (1.4546, -4.2426, 3.0297)
H (0.7416, -4.0357, 0.0307)
H (-1.3718, -5.2621, 0.8327)
H (-0.5183, -5.6996, 2.3080)
H (0.0495, -6.2240, 0.6874)
H (-0.6980, -3.1257, 2.3296)
C (5.5634, 6.2409, 0.7954)
C (5.7202, 4.7228, 0.7811)
C (4.3806, 4.0588, 0.4919)
O (6.6068, 4.3512, -0.2642)
H (4.8791, 6.6446, 1.5440)
H (5.1958, 6.5302, -0.1911)
H (6.5140, 6.7535, 0.9673)
H (6.0567, 4.3526, 1.7560)
H (4.4960, 3.0301, 0.1394)
H (3.8200, 4.5398, -0.3136)
H (3.7565, 4.0012, 1.3853)
H (7.4994, 4.6053, -0.0057)
C (-4.0227, -2.4544, 1.2712)
C (-4.8041, -3.3909, 2.1610)
C (-4.6845, -4.8620, 1.7943)
O (-4.3321, -3.1333, 3.4936)
H (-4.2219, -1.3946, 1.4341)
H (-4.2310, -2.5883, 0.2051)
H (-2.9456, -2.5994, 1.3885)
H (-5.8529, -3.0683, 2.1540)
H (-4.9627, -5.5779, 2.5661)
H (-3.6609, -5.1049, 1.4959)
H (-5.3193, -5.0239, 0.9185)
H (-4.7491, -3.7410, 4.1105)
C (1.5849, 1.2237, 0.1161)
C (0.5922, 0.1807, 0.6064)
C (-0.8672, 0.4556, 0.2189)
O (1.0120, -1.0199, -0.0149)
H (1.5679, 1.2736, -0.9727)
H (2.6031, 0.9939, 0.4460)
H (1.5138, 2.2418, 0.5144)
H (0.6098, 0.1236, 1.7014)
H (-1.1650, 1.4489, 0.5670)
H (-1.5461, -0.2839, 0.6474)
H (-1.0097, 0.4434, -0.8649)
H (0.5994, -1.7996, 0.3973)
C (3.1598, -1.9072, 5.3682)
C (4.0269, -0.9134, 4.5884)
C (3.2889, -0.3366, 3.3952)
O (4.3860, 0.1910, 5.4022)
H (2.5321, -2.5080, 4.7064)
H (2.4570, -1.3152, 5.9608)
H (3.7281, -2.5670, 6.0217)
H (4.9061, -1.4307, 4.1809)
H (2.8204, -1.0761, 2.7454)
H (3.9295, 0.3322, 2.8212)
H (2.4591, 0.2880, 3.7492)
H (5.1286, -0.0451, 5.9671)
C (1.6838, -2.7835, -2.8275)
C (2.6984, -1.6651, -2.9629)
C (2.0573, -0.4039, -3.5067)
O (3.3114, -1.3968, -1.7016)
H (0.9507, -2.6373, -2.0369)
H (2.1485, -3.7450, -2.5869)
H (1.1620, -2.9314, -3.7781)
H (3.4880, -1.9609, -3.6582)
H (1.8083, -0.5750, -4.5596)
H (2.7293, 0.4568, -3.4798)
H (1.1485, -0.0683, -2.9976)
H (2.5483, -1.1322, -1.1538)
C (-0.5826, 0.4373, 4.5903)
C (-0.3140, 1.8935, 4.2360)
C (-1.5674, 2.6087, 3.7568)
O (0.0256, 2.5772, 5.4525)
H (-1.2463, 0.3547, 5.4502)
H (0.3458, -0.1157, 4.7527)
H (-1.0982, -0.1169, 3.7951)
H (0.4644, 1.9313, 3.4658)
H (-1.9223, 2.2179, 2.7996)
H (-1.3939, 3.6739, 3.5985)
H (-2.3669, 2.5237, 4.4929)
H (0.8757, 2.2458, 5.7681)
C (-1.0581, 0.6103, -5.2519)
C (-1.7695, 0.7870, -3.9153)
C (-1.3834, 2.0862, -3.2118)
O (-3.1844, 0.7387, -4.0868)
H (-0.0358, 0.9831, -5.2995)
H (-1.6059, 1.0780, -6.0721)
H (-1.0413, -0.4666, -5.4474)
H (-1.4408, -0.0422, -3.2742)
H (-1.6149, 2.9695, -3.8067)
H (-0.3234, 2.0391, -2.9563)
H (-1.8642, 2.2187, -2.2379)
H (-3.4196, -0.1606, -4.3451)

=====

--- B ---
Below is a 11-piece molecular cluster, C33H88O11 overall, with properties calculated with ωB97M-V/def2-TZVPD.

Element x y z (Å)
C (-0.1918, -6.1869, 3.7839)
C (0.1670, -7.5961, 3.3896)
C (-0.0384, -7.8106, 1.9032)
O (1.5076, -7.7971, 3.6188)
H (0.3209, -5.5394, 3.0725)
H (-0.0172, -5.8172, 4.7943)
H (-1.2670, -6.0310, 3.6953)
H (-0.4432, -8.1915, 4.0688)
H (-0.0787, -8.8486, 1.5731)
H (0.7658, -7.4171, 1.2815)
H (-0.9031, -7.1847, 1.6828)
H (1.7021, -8.4622, 2.9544)
C (-2.2837, 4.3792, 0.2719)
C (-2.4531, 5.8635, 0.4462)
C (-3.7598, 6.2760, -0.2277)
O (-2.2682, 6.2765, 1.7840)
H (-2.9567, 3.8468, 0.9440)
H (-1.3020, 3.9709, 0.5121)
H (-2.6475, 3.9987, -0.6826)
H (-1.5479, 6.3151, 0.0403)
H (-3.8717, 7.3192, 0.0678)
H (-4.5323, 5.5818, 0.1030)
H (-3.8075, 6.1842, -1.3128)
H (-2.6702, 7.1475, 1.8210)
C (3.1291, 5.7753, 0.6250)
C (3.7842, 4.4342, 0.0155)
C (3.0798, 3.1835, 0.5100)
O (3.9789, 4.3856, -1.3823)
H (3.6328, 6.6607, 0.2371)
H (3.2226, 5.8449, 1.7088)
H (2.0990, 5.8540, 0.2776)
H (4.7567, 4.4188, 0.5075)
H (3.6634, 2.2923, 0.2793)
H (2.0838, 3.0684, 0.0823)
H (3.0721, 3.2212, 1.5994)
H (4.6165, 5.0449, -1.6658)
C (-0.0107, 0.5890, 1.8261)
C (0.4373, -0.6302, 0.9741)
C (-0.1865, -1.9633, 1.5012)
O (-0.2090, -0.3919, -0.3070)
H (-0.0729, 1.4875, 1.2120)
H (0.7316, 0.7171, 2.6139)
H (-0.9874, 0.3853, 2.2650)
H (1.5246, -0.6382, 0.8980)
H (-0.0812, -2.7683, 0.7739)
H (-1.1839, -1.8795, 1.9327)
H (0.4349, -2.3126, 2.3258)
H (0.4501, -0.0556, -0.9186)
C (3.3957, -4.5402, -1.4848)
C (3.3934, -5.5294, -0.2867)
C (2.3555, -5.2275, 0.7260)
O (3.0455, -6.7806, -0.8809)
H (4.1884, -4.9416, -2.1161)
H (3.6806, -3.5666, -1.0858)
H (2.4339, -4.4748, -1.9934)
H (4.2912, -5.5691, 0.3302)
H (2.2783, -5.8941, 1.5849)
H (1.3246, -5.1543, 0.3794)
H (2.5610, -4.2373, 1.1327)
H (3.7956, -6.9470, -1.4565)
C (-0.2880, 3.5838, -2.6592)
C (0.9933, 3.5196, -3.4677)
C (0.6035, 3.5192, -4.8970)
O (1.7511, 4.7123, -3.2408)
H (-0.8389, 2.6444, -2.6132)
H (-1.0154, 4.3095, -3.0227)
H (0.0157, 3.8350, -1.6429)
H (1.5524, 2.6783, -3.0582)
H (1.1716, 4.2074, -5.5229)
H (-0.4618, 3.6475, -5.0884)
H (0.7786, 2.5269, -5.3127)
H (2.5199, 4.4556, -2.7264)
C (-3.9215, 1.2149, -0.0440)
C (-4.0192, -0.2475, -0.5441)
C (-5.3549, -0.5079, -1.2522)
O (-2.9631, -0.4985, -1.4287)
H (-4.7058, 1.4748, 0.6670)
H (-3.9003, 1.8004, -0.9632)
H (-2.9427, 1.4415, 0.3787)
H (-3.9024, -0.9693, 0.2643)
H (-5.4360, -0.0362, -2.2315)
H (-6.1864, -0.0783, -0.6935)
H (-5.5836, -1.5593, -1.4264)
H (-2.1253, -0.6068, -0.9727)
C (6.2289, 0.1782, -2.1993)
C (5.8825, 1.6964, -2.3650)
C (4.7836, 1.9599, -3.4321)
O (5.5865, 2.3498, -1.1270)
H (7.0405, 0.0181, -1.4895)
H (6.6691, -0.2157, -3.1153)
H (5.4253, -0.5070, -1.9295)
H (6.7861, 2.1168, -2.8065)
H (5.0450, 1.5149, -4.3922)
H (4.7275, 3.0075, -3.7278)
H (3.8233, 1.5054, -3.1886)
H (5.0346, 3.1311, -1.2087)
C (-3.4589, -4.3574, 1.3029)
C (-4.6612, -3.7771, 1.9954)
C (-6.0080, -4.5398, 1.7542)
O (-4.5287, -3.6773, 3.3868)
H (-3.5395, -4.5866, 0.2404)
H (-3.3154, -5.4080, 1.5554)
H (-2.5755, -3.8050, 1.6232)
H (-4.7945, -2.7189, 1.7704)
H (-6.0488, -5.5888, 2.0475)
H (-6.2913, -4.5725, 0.7021)
H (-6.7404, -4.0032, 2.3573)
H (-3.6370, -3.3964, 3.6051)
C (1.4424, -2.1418, -3.9005)
C (0.7804, -0.8119, -3.6298)
C (-0.6760, -0.8698, -3.4100)
O (1.4989, -0.4535, -2.4266)
H (2.4764, -1.9788, -4.2044)
H (0.9206, -2.5415, -4.7701)
H (1.4725, -2.8889, -3.1074)
H (0.9630, -0.2191, -4.5261)
H (-1.2582, -1.3099, -4.2196)
H (-1.2239, 0.0406, -3.1668)
H (-0.8730, -1.4729, -2.5236)
H (2.2476, -1.0494, -2.3498)
C (-0.5699, 3.6128, 3.7202)
C (-1.7827, 3.2798, 4.6960)
C (-3.1320, 3.6353, 4.0373)
O (-1.6951, 1.9248, 5.0044)
H (-0.6704, 2.9390, 2.8693)
H (0.4243, 3.4901, 4.1497)
H (-0.5429, 4.5991, 3.2570)
H (-1.6687, 3.8381, 5.6252)
H (-3.4797, 2.9965, 3.2254)
H (-3.2420, 4.6290, 3.6029)
H (-3.9559, 3.4970, 4.7375)
H (-0.7634, 1.7264, 5.1238)

=====

Stability, lowest: B

=====

--- A ---
Below is the molecule C5H8N4O, with properties calculated with ωB97M-V/def2-TZVPD.

Element x y z (Å)
C (-1.7723, 1.0338, -0.8245)
C (-1.1472, -0.3276, -1.0561)
O (-2.1854, -1.1844, -1.5179)
C (-0.5195, -0.9211, 0.2057)
C (0.7808, -0.3088, 0.6319)
N (1.2457, 0.7603, -0.0096)
N (2.3695, 1.2896, 0.4100)
C (2.9551, 0.7207, 1.4506)
N (2.5078, -0.3553, 2.0970)
N (1.3956, -0.8826, 1.6770)
H (-1.0039, 1.7862, -0.6595)
H (-2.4392, 1.0135, 0.0398)
H (-2.3546, 1.3161, -1.7011)
H (-0.3652, -0.2258, -1.8185)
H (-1.7978, -2.0149, -1.8090)
H (-1.2230, -0.8459, 1.0401)
H (-0.3430, -1.9911, 0.0644)
H (3.8966, 1.1373, 1.7795)

=====

--- B ---
Below is C5H8N4O as an isolated structure, with properties calculated with ωB97M-V/def2-TZVPD.

Element x y z (Å)
C (-1.2637, 0.0968, 0.0239)
C (-0.3366, -0.9745, -0.0875)
C (0.0643, 1.4669, 0.0551)
C (-2.5381, 0.5597, 0.2137)
C (-0.6982, -2.4255, -0.1592)
N (0.9209, -0.5963, -0.1309)
N (1.0904, 0.7339, -0.2481)
N (-0.1914, 2.7469, -0.1064)
N (2.4198, 1.2538, -0.1490)
O (-2.8287, 1.7469, 0.5009)
H (-3.3020, -0.3510, 0.0490)
H (-0.9244, -2.9580, -1.0550)
H (-0.0596, -2.9686, 0.4314)
H (-1.6735, -2.5647, 0.4069)
H (-1.0977, 3.1009, -0.0809)
H (0.5518, 3.4722, -0.2165)
H (3.1179, 0.5195, -0.4142)
H (2.5078, 1.6106, 0.8736)

=====

Stability, lowest: B